{
  "formula": "C38H33Cl4CuF12N7O18S4",
  "method": "the ωB97M-V functional and the def2-TZVPD basis",
  "de_lowest_kj_mol": 311.11,
  "e_tot_ha": -9477.1879,
  "spin_multiplicity": 2,
  "homo_ev": [-9.8, -9.8],
  "symbols": ["Cu", "C", "F", "F", "F", "S", "O", "O", "N", "S", "O", "O", "C", "F", "F", "F", "C", "F", "F", "F", "S", "O", "O", "N", "S", "O", "O", "C", "F", "F", "F", "Cl", "C", "C", "Cl", "H", "H", "H", "H", "Cl", "C", "C", "Cl", "H", "H", "H", "H", "C", "C", "C", "C", "C", "C", "N", "O", "O", "H", "H", "H", "H", "H", "C", "C", "C", "C", "C", "C", "N", "O", "O", "H", "H", "H", "H", "H", "C", "C", "C", "C", "C", "C", "N", "O", "O", "H", "H", "H", "H", "H", "C", "C", "C", "C", "C", "C", "N", "O", "O", "H", "H", "H", "H", "H", "C", "C", "C", "C", "C", "C", "N", "O", "O", "H", "H", "H", "H", "H"],
  "coordinates": [[-4.34280, -19.50469, -6.43470], [-1.27620, -16.99374, -5.87760], [-1.28844, -16.36532, -7.02999], [-0.68945, -18.18144, -6.00442], [-0.51435, -16.31621, -5.04835], [-3.04817, -17.19110, -5.15698], [-3.10051, -18.56008, -4.64306], [-3.34896, -16.18300, -4.19155], [-4.04861, -17.41601, -6.54085], [-4.46022, -15.91729, -6.92501], [-5.84310, -15.65493, -6.56315], [-3.49240, -14.89621, -6.62849], [-4.53609, -16.02761, -8.82040], [-5.67144, -16.48852, -9.30665], [-4.29077, -14.84012, -9.35312], [-3.50100, -16.80674, -9.23585], [-2.92218, -21.79932, -9.26543], [-2.64796, -21.54820, -10.53946], [-4.16157, -21.33664, -9.08489], [-2.88937, -23.07395, -8.97906], [-1.82315, -20.85831, -8.09454], [-0.51620, -21.43299, -7.99888], [-1.96228, -19.49977, -8.56156], [-2.79306, -20.81478, -6.60470], [-2.09316, -21.92143, -5.71544], [-2.34832, -23.26752, -6.18435], [-0.76534, -21.58000, -5.28425], [-3.03028, -21.78258, -4.07080], [-2.36174, -21.09979, -3.17494], [-4.23771, -21.22130, -4.26085], [-3.14012, -23.03493, -3.64364], [0.09145, -12.49449, -3.50737], [-0.91416, -13.89541, -3.05496], [-0.11322, -14.83319, -2.13828], [-1.19293, -16.21186, -1.75348], [-1.29620, -14.47488, -3.89498], [-1.86678, -13.51070, -2.69042], [0.09928, -14.37370, -1.17904], [0.75773, -15.12982, -2.71549], [1.68038, -18.37054, -3.56530], [2.56518, -17.70251, -4.99667], [3.45427, -18.76093, -5.60459], [2.52172, -20.00106, -6.44765], [3.05772, -16.76409, -4.75215], [1.81228, -17.43586, -5.73581], [4.09163, -19.29944, -4.90596], [4.14439, -18.28651, -6.30440], [-0.79008, -15.94496, -10.99703], [-1.27243, -14.95384, -10.16374], [-0.58798, -14.60516, -8.99864], [0.58055, -15.29522, -8.72529], [1.08306, -16.27759, -9.56529], [0.34401, -16.65746, -10.66785], [1.29759, -14.95186, -7.47898], [2.37371, -15.47869, -7.30371], [0.84481, -14.04047, -6.81586], [-1.40744, -16.21505, -11.84500], [-2.17723, -14.39113, -10.35069], [-0.91680, -13.74937, -8.43109], [1.89590, -16.91173, -9.24016], [0.64002, -17.52950, -11.23394], [0.01659, -10.08331, -8.27255], [-0.87499, -10.36196, -9.29189], [-2.04236, -11.03295, -9.03986], [-2.41926, -11.25518, -7.72215], [-1.48918, -11.07060, -6.69484], [-0.27853, -10.48626, -6.96714], [-3.69014, -11.94593, -7.44170], [-4.05012, -11.99824, -6.27910], [-4.33112, -12.32342, -8.39128], [0.93188, -9.52829, -8.42682], [-0.65571, -10.03029, -10.29856], [-2.71357, -11.23540, -9.86316], [-1.79887, -11.43352, -5.72317], [0.40853, -10.26630, -6.16197], [-11.09798, -16.42548, -7.14557], [-9.88934, -16.40108, -6.44325], [-8.85893, -17.22609, -6.82567], [-9.02960, -18.03710, -7.93934], [-10.17646, -18.03997, -8.70250], [-11.21126, -17.22461, -8.29885], [-7.90570, -18.89656, -8.36210], [-6.92670, -18.80700, -7.64061], [-8.03624, -19.69569, -9.24789], [-11.91405, -15.77394, -6.86753], [-9.78189, -15.66475, -5.65842], [-7.91639, -17.30016, -6.30343], [-10.25218, -18.64112, -9.59715], [-12.16319, -17.20253, -8.81146], [-5.50660, -19.63019, 0.08351], [-4.81396, -18.63464, -0.58426], [-5.22429, -18.18223, -1.83443], [-6.31804, -18.83963, -2.40209], [-7.09502, -19.77531, -1.73596], [-6.60735, -20.21374, -0.53057], [-6.64591, -18.51704, -3.81629], [-7.38652, -17.56543, -3.94612], [-5.86949, -18.91933, -4.66920], [-5.29684, -19.81872, 1.12727], [-3.92832, -18.18147, -0.15805], [-4.59921, -17.48839, -2.37769], [-7.92258, -20.29286, -2.20041], [-7.02441, -21.09694, -0.06132], [-8.12246, -13.02100, -7.51806], [-9.16596, -13.06280, -8.46138], [-9.87527, -11.88422, -8.67863], [-9.43475, -10.70866, -8.10488], [-8.32721, -10.67081, -7.29779], [-7.60631, -11.83847, -7.03341], [-10.13633, -9.44829, -8.40368], [-10.95609, -9.50593, -9.28912], [-9.84533, -8.43486, -7.79897], [-7.50570, -13.91015, -7.42602], [-9.58878, -14.01379, -8.75300], [-10.80825, -11.90414, -9.22266], [-8.02119, -9.74212, -6.83554], [-6.67880, -11.73626, -6.48942]]
}